1.
{"formula": "C3H12NO2", "method": "ωB97M-V/def2-TZVPD", "species": ["C", "C", "C", "N", "H", "H", "H", "H", "H", "H", "H", "H", "H", "H", "O", "H", "H", "O"], "positions_angstrom": [[0.166, -1.932, -0.005], [1.166, -0.825, 0.038], [2.019, -0.476, -0.899], [1.026, -0.039, 1.281], [-0.812, -1.522, -0.170], [0.243, -2.565, 0.893], [0.304, -2.667, -0.796], [2.662, 0.366, -0.675], [1.970, -1.054, -1.806], [0.837, -0.688, 2.047], [1.892, 0.434, 1.528], [0.291, 0.710, 1.159], [-1.394, 1.559, 0.060], [-1.558, 2.237, 1.408], [-0.876, 1.816, 0.863], [-2.909, 2.279, -1.680], [-2.766, 0.788, -1.738], [-2.261, 1.580, -1.509]], "gap_ev": 11.464, "total_charge": 1, "relative_energy_kj_mol": 64.1, "energy_ha": -326.48870, "homo_energy_ev": -14.49, "molar_mass_g_mol": 94.13}

---

2.
{"formula": "CH4NP3", "method": "ωB97M-V/def2-TZVPD", "species": ["N", "C", "P", "P", "P", "H", "H", "H", "H"], "positions_angstrom": [[3.289, -0.664, 0.054], [2.259, -0.194, -0.097], [0.634, 0.559, -0.393], [-1.409, 0.946, 0.362], [-2.026, -1.107, 0.225], [1.068, 0.522, -1.703], [1.281, 1.817, -0.550], [-1.810, -1.338, 1.613], [-3.286, -0.541, 0.490]], "gap_ev": 7.222, "relative_energy_kj_mol": 201.2, "smiles": "N#C[PH2]=P#[PH2]", "energy_ha": -1119.18999, "homo_energy_ev": -8.24, "molar_mass_g_mol": 122.97}

---

3.
{"formula": "C10H9N3O2", "method": "ωB97M-V/def2-TZVPD", "species": ["C", "C", "C", "C", "C", "C", "C", "C", "C", "C", "N", "N", "N", "O", "O", "H", "H", "H", "H", "H", "H", "H", "H", "H"], "positions_angstrom": [[0.688, -2.574, 0.036], [-0.403, -3.276, 0.555], [0.497, -1.196, -0.302], [-1.601, -2.625, 0.839], [-0.788, -0.700, -0.162], [-1.213, 1.629, 0.627], [-0.148, 2.420, 0.661], [1.757, 2.976, -0.790], [2.452, 2.831, -2.029], [-1.010, 0.744, -0.541], [-1.788, -1.340, 0.456], [0.129, 1.239, -1.312], [0.675, 2.284, -0.465], [1.927, 2.120, -3.059], [3.484, 3.420, -2.279], [1.614, -3.084, -0.113], [-0.090, -4.115, 1.088], [1.126, -0.702, -0.970], [-2.433, -3.112, 1.449], [-2.104, 1.596, 1.273], [0.211, 3.263, 1.371], [2.129, 3.579, 0.027], [-1.857, 0.911, -1.249], [0.997, 1.950, -2.929]], "gap_ev": [7.558, 7.627], "relative_energy_kj_mol": 297.7, "energy_ha": -701.09401, "homo_energy_ev": [-8.44, -8.52], "molar_mass_g_mol": 203.20}

---

4.
{"formula": "C2H7N3O2", "method": "ωB97M-V/def2-TZVPD", "species": ["C", "C", "N", "N", "N", "O", "O", "H", "H", "H", "H", "H", "H", "H"], "positions_angstrom": [[-1.237, -0.517, 0.738], [-0.229, 0.290, -0.036], [0.094, 1.494, 0.496], [-0.268, 0.199, -1.416], [1.631, -0.759, 0.090], [2.660, -0.128, -0.085], [1.474, -1.932, -0.086], [-2.293, -0.460, 0.417], [-1.179, -0.365, 1.802], [-1.075, -1.516, 0.358], [0.027, 1.716, 1.451], [0.393, 2.248, -0.048], [0.585, 0.464, -2.011], [-0.582, -0.736, -1.671]], "gap_ev": 8.473, "relative_energy_kj_mol": 455.5, "energy_ha": -395.03151, "homo_energy_ev": -7.80, "molar_mass_g_mol": 105.10}

---

5.
{"formula": "C5H10NO2", "method": "ωB97M-V/def2-TZVPD", "species": ["C", "C", "C", "C", "C", "N", "O", "O", "H", "H", "H", "H", "H", "H", "H", "H", "H", "H"], "positions_angstrom": [[1.248, 1.292, 0.068], [-1.044, 1.327, -0.202], [1.179, -0.059, -0.095], [-2.524, 1.530, -0.149], [0.247, -1.184, 0.264], [2.663, -0.378, -0.341], [2.197, 2.068, -0.054], [-0.110, 1.960, 0.330], [-0.847, 0.583, -1.003], [-3.069, 2.287, -0.692], [-2.871, 1.761, 0.950], [-2.899, 0.525, -0.512], [-0.122, -1.625, -0.673], [-0.537, -0.816, 0.841], [0.596, -2.047, 0.954], [3.154, -0.606, 0.583], [3.109, 0.558, -0.816], [2.859, -1.162, -1.019]], "gap_ev": 7.477, "total_charge": 1, "relative_energy_kj_mol": 383.4, "energy_ha": -401.37898, "homo_energy_ev": -12.52, "molar_mass_g_mol": 116.14}

---

Copy entry 3 word for word.
{"formula": "C10H9N3O2", "method": "ωB97M-V/def2-TZVPD", "species": ["C", "C", "C", "C", "C", "C", "C", "C", "C", "C", "N", "N", "N", "O", "O", "H", "H", "H", "H", "H", "H", "H", "H", "H"], "positions_angstrom": [[0.688, -2.574, 0.036], [-0.403, -3.276, 0.555], [0.497, -1.196, -0.302], [-1.601, -2.625, 0.839], [-0.788, -0.700, -0.162], [-1.213, 1.629, 0.627], [-0.148, 2.420, 0.661], [1.757, 2.976, -0.790], [2.452, 2.831, -2.029], [-1.010, 0.744, -0.541], [-1.788, -1.340, 0.456], [0.129, 1.239, -1.312], [0.675, 2.284, -0.465], [1.927, 2.120, -3.059], [3.484, 3.420, -2.279], [1.614, -3.084, -0.113], [-0.090, -4.115, 1.088], [1.126, -0.702, -0.970], [-2.433, -3.112, 1.449], [-2.104, 1.596, 1.273], [0.211, 3.263, 1.371], [2.129, 3.579, 0.027], [-1.857, 0.911, -1.249], [0.997, 1.950, -2.929]], "gap_ev": [7.558, 7.627], "relative_energy_kj_mol": 297.7, "energy_ha": -701.09401, "homo_energy_ev": [-8.44, -8.52], "molar_mass_g_mol": 203.20}

---

Which formula does entry 3 have?
C10H9N3O2